[1]
A single C25H28N4O5S molecule in a non-equilibrium geometry, computed with ωB97M-V/def2-TZVPD.

Values from the calculation:
- charge = 0
- multiplicity = 1
- electronic energy (a.u.) = -1962.9229
- E_HOMO (eV) = -8.36
- relative energy (zero: lowest compared OMol25 entry of this formula, charge and spin) (eV) = 0.621
- SMILES = COc1ccc(CNC(=O)CN(Cc2ccc(OC)cc2)C(=O)CCC(=O)Nc2nccs2)cc1
- HOMO-LUMO gap (eV) = 8.92
- LUMO (hartree) = 0.020

Cartesian coordinates (Å):
C1 7.277 0.877 1.088
O1 6.467 0.901 -0.062
C2 5.161 1.259 0.075
C3 4.557 1.628 1.271
C4 3.221 1.990 1.285
C5 2.467 2.001 0.124
C6 1.015 2.397 0.133
N1 0.172 1.289 -0.266
C7 -0.490 1.261 -1.437
O2 -0.536 2.192 -2.214
C8 -1.207 -0.064 -1.718
N2 -1.553 -0.819 -0.536
C9 -0.932 -2.128 -0.388
C10 0.544 -2.010 -0.113
C11 1.489 -2.315 -1.079
C12 2.845 -2.208 -0.818
C13 3.281 -1.784 0.431
O3 4.583 -1.697 0.811
C14 5.570 -2.158 -0.083
C15 2.334 -1.440 1.398
C16 0.988 -1.556 1.128
C17 -2.476 -0.431 0.372
O4 -2.770 -1.129 1.328
C18 -3.134 0.930 0.194
C19 -4.649 0.736 0.263
C20 -5.121 -0.069 -0.918
O5 -4.395 -0.460 -1.805
N3 -6.461 -0.374 -0.983
C21 -7.530 -0.101 -0.177
N4 -8.708 -0.531 -0.480
C22 -9.634 -0.155 0.432
C23 -9.169 0.585 1.467
S1 -7.469 0.836 1.310
C24 3.072 1.614 -1.068
C25 4.399 1.248 -1.095
H1 7.367 1.871 1.537
H2 6.891 0.174 1.833
H3 8.259 0.546 0.751
H4 5.113 1.638 2.195
H5 2.765 2.278 2.222
H6 0.717 2.735 1.130
H7 0.830 3.198 -0.589
H8 0.255 0.438 0.273
H9 -0.522 -0.668 -2.318
H10 -2.095 0.131 -2.329
H11 -1.435 -2.614 0.453
H12 -1.110 -2.712 -1.296
H13 1.171 -2.665 -2.051
H14 3.547 -2.465 -1.595
H15 5.394 -3.200 -0.367
H16 6.514 -2.088 0.455
H17 5.623 -1.534 -0.979
H18 2.683 -1.103 2.361
H19 0.262 -1.321 1.895
H20 -2.862 1.418 -0.737
H21 -2.817 1.559 1.029
H22 -5.163 1.699 0.281
H23 -4.893 0.193 1.180
H24 -6.718 -0.930 -1.795
H25 -10.654 -0.457 0.285
H26 -9.700 0.993 2.302
H27 2.491 1.612 -1.978
H28 4.878 0.961 -2.018

=====

[2]
A gas-phase ion, C8H11N4 (charge +1) in a non-equilibrium geometry, computed with ωB97M-V/def2-TZVPD.

Values from the calculation:
- charge = +1
- multiplicity = 1
- electronic energy (a.u.) = -530.0311
- E_HOMO (eV) = -12.37
- relative energy (zero: lowest compared OMol25 entry of this formula, charge and spin) (eV) = 5.196
- HOMO-LUMO gap (eV) = 7.92
- LUMO (hartree) = -0.164

Cartesian coordinates (Å):
C1 2.437 0.785 0.137
C2 0.698 -0.335 0.232
C3 0.374 0.972 0.095
C4 -1.976 0.866 0.130
C5 -1.382 -1.527 0.013
C6 -1.513 -2.745 -0.383
C7 2.569 -1.796 0.134
C8 -0.939 2.942 -0.182
N1 1.473 1.705 0.071
N2 2.024 -0.455 0.202
N3 -0.932 1.554 0.058
N4 -2.271 -0.427 0.235
H1 3.433 0.851 -0.080
H2 -2.940 1.378 0.202
H3 -2.553 -3.100 -0.658
H4 -0.623 -3.380 -0.474
H5 3.138 -2.024 1.089
H6 1.649 -2.410 0.022
H7 3.309 -1.895 -0.680
H8 -1.836 3.490 0.228
H9 -0.066 3.187 0.404
H10 -0.825 3.141 -1.254
H11 -3.248 -0.779 0.460

=====

[3]
A single C7H7N3 molecule in a non-equilibrium geometry, computed with ωB97M-V/def2-TZVPD.

Values from the calculation:
- charge = 0
- multiplicity = 1
- electronic energy (a.u.) = -435.0642
- E_HOMO (eV) = -8.30
- relative energy (zero: lowest compared OMol25 entry of this formula, charge and spin) (eV) = 3.812
- HOMO-LUMO gap (eV) = 8.20
- LUMO (hartree) = -0.004

Cartesian coordinates (Å):
C1 1.338 0.001 -0.045
C2 0.703 1.312 -0.317
C3 -0.628 1.533 -0.545
C4 -1.751 0.657 -0.587
C5 -1.806 -0.710 -0.591
C6 -0.676 -1.566 -0.533
C7 0.626 -1.269 -0.316
H1 2.231 0.001 -0.720
H2 1.367 2.187 -0.320
H3 -0.930 2.589 -0.673
H4 -2.712 1.185 -0.510
H5 -2.800 -1.157 -0.523
H6 -0.940 -2.622 -0.687
H7 1.302 -2.121 -0.300
N1 2.103 -0.015 1.155
N2 1.385 0.000 2.186
N3 1.190 -0.005 3.328

=====

[4]
A molecular structure, C53H52ClN6O7SiTl, computed with ωB97M-V/def2-TZVPD.

Values from the calculation:
- charge = 0
- multiplicity = 1
- electronic energy (a.u.) = -3828.3078
- E_HOMO (eV) = -7.86
- relative energy (zero: lowest compared OMol25 entry of this formula, charge and spin) (eV) = 0.321
- HOMO-LUMO gap (eV) = 7.05
- LUMO (hartree) = -0.030

Cartesian coordinates (Å):
Tl1 -0.181 -0.455 -0.207
O1 -2.905 -2.436 3.003
C1 -2.503 -3.672 2.668
C2 -2.587 -4.665 3.647
C3 -2.161 -5.946 3.376
C4 -1.647 -6.280 2.121
C5 -1.571 -5.309 1.151
C6 -1.994 -3.996 1.398
C7 -1.799 -2.954 0.380
O2 -2.089 -1.740 0.629
N1 -1.253 -3.327 -0.784
N2 -0.753 -2.267 -1.438
C8 -0.581 -2.300 -2.700
C9 0.163 -1.232 -3.362
C10 0.233 -1.185 -4.750
C11 0.984 -0.189 -5.346
C12 1.667 0.704 -4.534
C13 1.544 0.578 -3.159
N3 0.792 -0.351 -2.580
H1 -2.671 -1.850 2.250
H2 -2.968 -4.389 4.620
H3 -2.212 -6.698 4.153
H4 -1.296 -7.283 1.922
H5 -1.163 -5.535 0.174
H6 -0.952 -3.141 -3.277
H7 -0.294 -1.925 -5.337
H8 1.050 -0.121 -6.423
H9 2.289 1.485 -4.949
H10 2.088 1.232 -2.491
C14 -0.436 1.324 0.987
Si1 -1.534 2.631 0.266
C15 -2.933 1.713 -0.609
N4 -2.510 0.855 -1.722
C16 -2.150 1.664 -2.912
C17 -2.910 1.251 -4.167
C18 -4.414 1.283 -3.909
C19 -4.784 0.424 -2.680
C20 -3.533 -0.156 -2.026
C21 -2.310 3.629 1.648
C22 -3.440 4.421 1.429
C23 -3.999 5.174 2.451
C24 -3.435 5.147 3.718
C25 -2.316 4.364 3.958
C26 -1.761 3.613 2.932
C27 -0.535 3.780 -0.833
C28 -0.891 5.114 -1.041
C29 -0.119 5.946 -1.839
C30 1.035 5.462 -2.439
C31 1.414 4.143 -2.234
C32 0.635 3.318 -1.438
H11 -0.917 0.830 1.832
H12 0.569 1.586 1.304
H13 -3.730 2.412 -0.909
H14 -3.363 1.075 0.172
H15 -1.071 1.622 -3.083
H16 -2.388 2.715 -2.712
H17 -2.598 0.256 -4.493
H18 -2.643 1.937 -4.974
H19 -4.955 0.947 -4.795
H20 -4.711 2.322 -3.742
H21 -5.443 -0.400 -2.962
H22 -5.337 1.019 -1.952
H23 -3.090 -0.905 -2.684
H24 -3.770 -0.674 -1.097
H25 -3.902 4.450 0.448
H26 -4.877 5.779 2.261
H27 -3.871 5.730 4.519
H28 -1.878 4.333 4.948
H29 -0.890 3.000 3.139
H30 -1.776 5.517 -0.562
H31 -0.412 6.978 -1.986
H32 1.640 6.113 -3.056
H33 2.322 3.764 -2.689
H34 0.950 2.297 -1.264
O3 1.789 -4.937 4.027
C33 2.144 -5.344 2.826
O4 2.578 -6.453 2.630
C34 2.018 -4.373 1.690
C35 2.459 -4.650 0.410
Cl1 3.257 -6.008 -0.224
N5 2.209 -3.574 -0.368
N6 1.611 -2.597 0.340
C36 1.493 -3.058 1.574
C37 0.834 -2.149 2.589
O5 0.965 -2.421 3.792
O6 0.244 -1.151 2.115
C38 2.551 -3.405 -1.739
C39 3.343 -2.334 -2.114
C40 3.699 -2.191 -3.448
C41 3.271 -3.118 -4.387
C42 2.468 -4.183 -3.998
C43 2.096 -4.326 -2.671
H35 1.525 -3.970 4.032
H36 3.664 -1.614 -1.372
H37 4.319 -1.358 -3.748
H38 3.561 -3.010 -5.424
H39 2.127 -4.904 -4.730
H40 1.459 -5.139 -2.352
C44 2.021 1.278 5.928
C45 2.431 1.378 4.489
C46 3.049 0.311 3.850
C47 3.345 0.342 2.497
C48 4.074 -0.820 1.876
C49 3.026 1.499 1.769
C50 3.135 1.534 0.302
O7 2.760 0.645 -0.440
C51 2.504 2.633 2.415
C52 2.202 3.915 1.680
C53 2.192 2.540 3.763
H41 2.370 0.349 6.373
H42 0.932 1.292 6.007
H43 2.409 2.115 6.510
H44 3.271 -0.585 4.415
H45 4.109 -1.658 2.571
H46 5.103 -0.538 1.639
H47 3.593 -1.154 0.962
H48 3.521 2.468 -0.146
H49 1.312 3.832 1.051
H50 3.023 4.223 1.031
H51 2.026 4.718 2.393
H52 1.746 3.396 4.259

=====

[5]
4 unconnected molecules or ions with the total composition C2H12NO3S in a non-equilibrium geometry, computed with ωB97M-V/def2-TZVPD.

Values from the calculation:
- charge = -2
- multiplicity = 2
- electronic energy (a.u.) = -761.9589
- E_HOMO (spin up / spin down) (eV) = 3.60 / -0.56
- relative energy (zero: lowest compared OMol25 entry of this formula, charge and spin) (eV) = 0.000
- HOMO-LUMO gap (spin up / spin down) (eV) = 1.56 / 5.70
- LUMO (spin up / spin down) (hartree) = 0.190 / 0.189

Cartesian coordinates (Å):
C1 -0.594 0.535 1.593
C2 -1.622 -0.264 0.857
S1 -0.923 -1.402 -0.397
N1 -0.227 1.882 1.089
H1 0.354 -0.005 1.485
H2 -0.944 0.582 2.645
H3 -2.451 0.269 0.367
H4 -2.263 -0.866 1.508
H5 -0.939 2.212 0.434
H6 0.566 1.791 0.459
H7 0.435 0.303 -1.831
H8 0.859 -0.251 -3.127
O1 0.963 0.556 -2.614
H9 2.231 -3.800 -2.345
H10 3.453 -4.798 -2.289
O2 2.982 -4.160 -2.874
H11 -0.034 3.677 2.278
H12 -0.471 3.721 3.788
O3 -0.289 4.226 3.011

=====

[6]
8 unconnected molecules or ions with the total composition C13H41ClN7O11 in a non-equilibrium geometry, computed with ωB97M-V/def2-TZVPD.

Values from the calculation:
- charge = -1
- multiplicity = 1
- electronic energy (a.u.) = -2190.7393
- E_HOMO (eV) = -6.09
- HOMO-LUMO gap (eV) = 8.09
- LUMO (hartree) = 0.074

Cartesian coordinates (Å):
Cl1 -1.352 0.333 -2.242
O1 -0.238 -0.535 -2.416
O2 -1.208 1.382 -3.251
O3 -2.582 -0.475 -2.313
O4 -1.310 0.855 -0.937
C1 -0.133 -5.060 -8.537
C2 -0.836 -3.764 -8.650
O5 -0.231 -2.898 -9.544
H1 0.479 -5.067 -7.636
H2 0.602 -5.187 -9.331
H3 -0.720 -5.974 -8.440
H4 -0.897 -3.316 -7.658
H5 -1.885 -3.976 -8.857
H6 -0.829 -2.557 -10.213
C3 -0.887 -4.767 2.938
C4 -0.857 -6.225 2.347
O6 -0.581 -6.064 0.968
H7 -1.611 -4.139 2.418
H8 0.081 -4.269 2.982
H9 -1.357 -4.872 3.916
H10 -1.827 -6.702 2.482
H11 -0.101 -6.861 2.808
H12 -0.989 -5.196 0.940
C5 0.966 6.781 0.577
C6 1.887 6.163 -0.426
O7 1.524 6.811 -1.720
H13 -0.090 6.633 0.350
H14 1.098 7.861 0.516
H15 1.091 6.450 1.608
H16 1.832 5.085 -0.572
H17 2.924 6.304 -0.123
H18 0.803 6.336 -2.139
C7 7.211 -3.131 -0.094
O8 8.366 -3.306 0.333
N1 6.715 -3.592 -1.170
N2 6.354 -2.358 0.421
H19 5.710 -3.520 -1.245
H20 7.314 -4.274 -1.613
H21 5.442 -2.160 0.033
H22 6.701 -1.905 1.254
C8 -7.627 2.425 -7.015
O9 -8.190 2.969 -7.917
N3 -8.184 2.361 -5.825
N4 -6.462 1.914 -7.109
H23 -7.543 2.090 -5.093
H24 -9.082 2.763 -5.596
H25 -6.087 2.448 -7.880
H26 -5.798 1.817 -6.354
C9 4.583 2.438 -7.786
O10 5.674 2.993 -7.919
N5 3.916 2.379 -6.668
N6 3.893 1.910 -8.691
H27 3.073 1.828 -6.586
H28 4.273 2.852 -5.851
H29 2.986 1.525 -8.469
H30 4.315 2.278 -9.532
C10 -0.426 -0.553 12.215
C11 -0.463 0.921 11.683
C12 -1.643 1.169 10.821
O11 -1.736 0.405 9.522
C13 -2.453 1.070 8.490
N7 -0.529 1.760 12.825
H31 0.208 -1.248 11.665
H32 -1.344 -1.140 12.189
H33 -0.290 -0.621 13.295
H34 0.474 1.164 11.181
H35 -1.505 2.242 10.691
H36 -2.500 0.930 11.451
H37 -3.381 0.515 8.354
H38 -1.817 0.950 7.613
H39 -2.605 2.146 8.580
H40 0.352 1.708 13.317
H41 -0.656 2.744 12.639

=====

[7]
A molecular structure, C4H7N2 in a non-equilibrium geometry, computed with ωB97M-V/def2-TZVPD.

Values from the calculation:
- charge = +1
- multiplicity = 1
- electronic energy (a.u.) = -265.7817
- E_HOMO (eV) = -15.66
- relative energy (zero: lowest compared OMol25 entry of this formula, charge and spin) (eV) = 3.449
- HOMO-LUMO gap (eV) = 12.04
- LUMO (hartree) = -0.133

Cartesian coordinates (Å):
C1 0.444 1.362 0.602
C2 -1.794 -0.636 -0.200
C3 -2.739 -1.491 -0.807
C4 2.952 0.793 0.444
N1 1.615 1.204 0.556
N2 -0.849 -0.070 0.226
H1 -0.402 2.035 0.814
H2 -2.262 -1.851 -1.735
H3 -3.498 -0.860 -1.129
H4 -3.203 -2.308 -0.168
H5 3.631 1.442 -0.063
H6 2.895 -0.205 -0.027
H7 3.210 0.585 1.489

=====

[8]
A molecular structure, C39H49N2ORuSb, computed with ωB97M-V/def2-TZVPD.

Values from the calculation:
- charge = 0
- multiplicity = 1
- electronic energy (a.u.) = -2035.3710
- E_HOMO (spin up / spin down) (eV) = -6.55 / -6.55
- HOMO-LUMO gap (spin up / spin down) (eV) = 5.99 / 5.97
- LUMO (spin up / spin down) (hartree) = -0.020 / -0.021

Cartesian coordinates (Å):
Ru1 -0.933 0.617 -1.228
C1 0.551 -2.784 -2.571
C2 1.708 -2.221 -1.742
C3 2.726 -3.311 -1.412
C4 2.326 -1.033 -2.451
C5 3.276 -1.207 -3.447
C6 3.821 -0.114 -4.107
C7 3.411 1.166 -3.779
C8 2.452 1.386 -2.793
C9 2.040 2.797 -2.426
C10 3.199 3.538 -1.754
C11 1.521 3.566 -3.640
C12 1.925 0.274 -2.136
N1 1.007 0.463 -1.068
C13 1.478 0.427 0.207
C14 0.523 0.331 1.171
N2 -0.768 0.266 0.705
C15 -1.761 0.003 1.697
C16 -2.480 1.044 2.296
C17 -3.425 0.708 3.265
C18 -3.646 -0.603 3.644
C19 -2.897 -1.616 3.066
C20 -1.943 -1.334 2.096
C21 -1.122 -2.465 1.498
C22 -0.605 -3.428 2.567
C23 -1.915 -3.225 0.431
C24 -2.325 2.526 1.974
C25 -0.893 3.035 1.795
C26 -3.203 2.939 0.792
C27 1.153 0.215 2.491
C28 0.755 0.096 3.793
C29 1.755 -0.009 4.802
C30 3.095 0.002 4.522
C31 3.541 0.124 3.174
C32 4.886 0.141 2.702
C33 5.143 0.253 1.362
C34 4.110 0.362 0.386
C35 2.814 0.352 0.814
C36 2.555 0.229 2.212
H1 0.077 -3.621 -2.053
H2 0.912 -3.143 -3.538
H3 -0.205 -2.018 -2.753
H4 1.294 -1.866 -0.797
H5 3.106 -3.800 -2.311
H6 2.259 -4.082 -0.797
H7 3.576 -2.905 -0.861
H8 3.603 -2.206 -3.710
H9 4.568 -0.264 -4.876
H10 3.846 2.014 -4.295
H11 1.228 2.729 -1.706
H12 4.037 3.663 -2.444
H13 3.561 2.993 -0.880
H14 2.881 4.531 -1.430
H15 2.296 3.687 -4.400
H16 1.196 4.564 -3.339
H17 0.670 3.053 -4.087
H18 -3.987 1.504 3.740
H19 -4.384 -0.833 4.401
H20 -3.055 -2.641 3.380
H21 -0.251 -2.028 1.011
H22 -1.411 -3.998 3.033
H23 -0.067 -2.891 3.350
H24 0.082 -4.146 2.115
H25 -2.832 -3.647 0.850
H26 -1.321 -4.046 0.026
H27 -2.181 -2.569 -0.402
H28 -2.729 3.041 2.852
H29 -0.474 2.761 0.827
H30 -0.230 2.653 2.572
H31 -0.894 4.125 1.858
H32 -2.821 2.533 -0.146
H33 -3.218 4.026 0.695
H34 -4.233 2.598 0.930
H35 -0.292 0.079 4.072
H36 1.434 -0.103 5.832
H37 3.818 -0.085 5.324
H38 5.705 0.060 3.407
H39 6.171 0.261 1.023
H40 4.364 0.448 -0.664
C37 -4.784 -0.853 0.055
Sb1 -3.525 -0.243 -1.535
C38 -4.719 1.331 -2.302
C39 -3.952 -1.800 -2.915
H41 -5.795 -0.976 -0.331
H42 -4.768 -0.095 0.837
H43 -4.430 -1.791 0.477
H44 -5.689 0.937 -2.600
H45 -4.221 1.790 -3.152
H46 -4.842 2.076 -1.520
H47 -5.026 -1.854 -3.082
H48 -3.598 -2.742 -2.498
H49 -3.442 -1.618 -3.859
O1 -1.161 1.890 -2.294

=====

[9]
A molecular structure, C4H7NO2 in a non-equilibrium geometry, computed with ωB97M-V/def2-TZVPD.

Values from the calculation:
- charge = 0
- multiplicity = 1
- electronic energy (a.u.) = -361.5912
- E_HOMO (eV) = -9.14
- relative energy (zero: lowest compared OMol25 entry of this formula, charge and spin) (eV) = 7.883
- HOMO-LUMO gap (eV) = 8.79
- LUMO (hartree) = -0.013

Cartesian coordinates (Å):
C1 -2.418 -0.620 -0.074
C2 0.057 -0.060 -0.117
C3 1.214 -0.825 -0.450
C4 2.573 -0.079 0.014
H1 -3.279 0.272 0.219
H2 -2.809 -1.674 0.346
H3 -2.373 -0.729 -1.300
H4 0.750 1.906 -0.631
H5 -0.005 2.201 1.053
H6 1.348 -1.770 -0.414
H7 2.229 0.968 0.784
N1 -0.038 1.450 -0.232
O1 -0.937 -0.525 0.628
O2 3.687 -0.514 0.172

=====

[10]
A gas-phase ion, C7H11N2S (charge +1) in a non-equilibrium geometry, computed with ωB97M-V/def2-TZVPD.

Values from the calculation:
- charge = +1
- multiplicity = 1
- electronic energy (a.u.) = -780.7153
- E_HOMO (eV) = -13.09
- relative energy (zero: lowest compared OMol25 entry of this formula, charge and spin) (eV) = 1.758
- HOMO-LUMO gap (eV) = 8.71
- LUMO (hartree) = -0.161

Cartesian coordinates (Å):
C1 1.732 0.557 -1.708
C2 2.679 -0.287 -2.285
C3 0.955 -1.582 -1.014
C4 0.772 -0.163 -0.877
C5 -0.320 0.511 -0.260
C6 -0.300 -0.969 2.007
C7 -2.171 0.501 1.393
N1 -1.059 -0.248 0.895
N2 -0.816 1.648 -0.666
S1 2.181 -1.900 -2.118
H1 1.719 1.698 -1.683
H2 3.583 -0.002 -2.851
H3 0.266 -2.177 -0.562
H4 -1.038 -1.682 2.258
H5 0.648 -1.429 1.542
H6 0.147 -0.353 2.792
H7 -1.716 1.344 1.859
H8 -2.794 0.606 0.605
H9 -2.532 -0.156 2.163
H10 -0.191 2.207 -1.190
H11 -1.744 1.877 -0.301